Entry 1:
C4H6N2O2 in the gas phase. Source: the OMol25 dataset; level of theory: ωB97M-V with the def2-TZVPD basis set.

XYZ file:
```
14
Properties=species:S:1:pos:R:3:forces:R:3:lowdin_charge:R:1
H 3.08348 -0.23900 -0.36158 -2.3 -1.2 0.1 0.09
N 2.14425 -0.81397 -0.41532 0.0 3.4 -0.1 0.11
C 1.09412 -0.04810 -0.22523 1.8 -3.8 0.3 -0.38
N 1.04358 1.29000 0.27249 0.5 -0.1 0.9 0.09
O -0.40902 1.58028 0.51693 1.4 0.5 0.9 -0.02
C -0.88197 0.77828 -0.46858 -1.2 -1.1 0.5 -0.30
C -1.76465 -0.38724 -0.53427 -2.1 -0.4 -1.3 0.00
C -0.32517 -0.69731 -0.13235 0.6 1.6 1.4 -0.23
O -0.43197 -0.85275 1.33953 0.6 -0.6 -1.3 -0.04
H 1.66841 1.41254 1.13064 -1.8 0.0 -1.2 0.17
H -0.39933 1.01332 -1.36615 0.1 0.5 -1.8 0.13
H -2.36875 -0.63038 0.36026 0.5 0.2 -0.6 0.12
H -2.40099 -0.66193 -1.49882 2.0 0.7 1.8 0.15
H -0.05201 -1.74375 1.38247 -0.1 0.2 0.6 0.10
```
Forces are in eV/Å.

## Properties
Kohn-Sham gap = 0.3613 Ha
2S+1 = 1
SMILES string = [H]/N=C1\NO[C@@H]2C[C@@]12O
ΔE to the lowest compared entry with this formula, charge and spin = 175.5 kcal/mol

Entry 2:
2 unconnected molecules or ions with the total composition C4H4NO. Source: the OMol25 dataset; level of theory: ωB97M-V with the def2-TZVPD basis set.

XYZ file:
```
10
Properties=species:S:1:pos:R:3:forces:R:3:lowdin_charge:R:1
C 2.66995 -0.57895 0.19974 -1.0 0.0 0.2 0.02
C 3.88432 -0.08537 -0.03405 -1.0 -0.5 -0.5 -0.04
C -1.45214 0.20746 -0.06358 0.0 -3.2 2.8 -0.03
C 1.49818 -0.95956 0.34545 1.0 0.8 0.2 0.25
N -0.23989 0.47766 -0.15250 2.2 -0.2 -0.3 0.03
O 4.90066 0.27658 -0.34945 0.5 0.3 0.3 0.37
H -2.23524 0.89033 -0.08387 -1.4 1.4 -0.7 0.06
H -1.77147 -0.83780 0.44867 0.8 2.1 -1.7 0.14
H 0.72657 -1.58838 0.73398 -0.1 -0.1 -0.2 0.09
H 0.12512 1.40855 -0.41202 -0.9 -0.4 0.0 0.11
```
Forces are in eV/Å.

## Properties
Kohn-Sham gap = 0.3077 Ha
2S+1 = 1
Charge = +1
ΔE to the lowest compared entry with this formula, charge and spin = 46.7 kcal/mol

Entry 3:
2 unconnected molecules or ions with the total composition CH3Br3Si. Source: the OMol25 dataset; level of theory: ωB97M-V with the def2-TZVPD basis set.

XYZ file:
```
8
Properties=species:S:1:pos:R:3:forces:R:3:lowdin_charge:R:1
C 1.61642 0.19026 0.13870 -0.8 0.9 -0.7 -0.16
Si -0.04358 0.99848 0.45996 2.4 0.7 -1.3 -0.39
Br -1.48346 -1.26310 2.80851 0.0 0.0 -0.1 0.08
Br -0.44719 2.11037 -1.42636 -0.3 -0.1 0.0 0.29
Br -0.07336 2.51578 2.04947 -0.1 -0.4 0.2 0.32
H 1.97654 0.05785 -0.90359 -0.3 0.1 0.9 0.01
H 2.23900 -0.12213 0.94141 0.6 -0.3 0.4 -0.02
H -0.87864 -0.13577 0.48619 -1.5 -0.8 0.6 -0.14
```
Forces are in eV/Å.

## Properties
Kohn-Sham gap (alpha / beta) = 0.3530 / 0.2118 Ha
2S+1 = 1
ΔE to the lowest compared entry with this formula, charge and spin = 76.6 kcal/mol

F_max (computed, Eh/bohr): 0.0814; 0.0821; 0.0542